1.
Molecular formula: C5H3NO
Method: DFT, ωB97M-V/def2-TZVPD

The geometry in XYZ format:
```
10
Properties=species:S:1:pos:R:3:forces:R:3:lowdin_charge:R:1
C -0.037822 2.538859 0.896634 0.4238 -1.0110 0.7827 0.106
C 0.195865 1.319162 1.239947 -0.3111 1.1588 -0.7632 -0.183
C 0.182547 0.217404 0.459992 -0.1247 0.6061 0.3122 -0.238
C -0.995876 -0.171208 -0.354153 0.3994 -0.7041 0.4988 -0.082
O -0.520145 -1.329508 -1.081990 -0.2772 0.3718 -0.2063 -0.078
N 0.795829 -1.536045 -0.812511 -0.0107 0.1983 -0.0145 0.104
C 1.231715 -0.671045 0.037411 -0.1660 -0.1212 0.1588 -0.059
H -1.203643 0.722063 -0.943585 -0.0976 -0.2988 -0.6958 0.147
H -1.907711 -0.440620 0.186504 0.2591 -0.0344 0.0342 0.152
H 2.259241 -0.649062 0.371752 -0.0950 -0.1655 -0.1068 0.132
```
Positions in Å, forces in eV/Å.

Values from the calculation:
E_LUMO (alpha / beta) in eV: -1.8 / -1.8
Energy relative to the best compared isomer or geometry (same formula, charge and spin) in kcal/mol: 132.0
Spin multiplicity: 1
Orbital gap (alpha / beta) in eV: 8.24 / 8.24
Calculated total energy in hartree: -322.08139


2.
Molecular formula: C5H3NO
Method: DFT, ωB97M-V/def2-TZVPD

The geometry in XYZ format:
```
10
Properties=species:S:1:pos:R:3:forces:R:3:lowdin_charge:R:1
C -1.507045 -1.680070 -0.354608 -0.8498 0.0670 0.4080 0.142
C -0.739399 -0.875512 0.118728 -0.1435 -1.0779 -0.6640 -0.094
C 0.304804 0.106027 0.487124 -0.0970 -2.4782 -0.9989 -0.279
C 1.637296 -0.234325 -0.088063 0.4671 -0.1901 -0.0276 -0.167
N 2.681313 -0.400453 -0.550108 -0.8482 0.0945 0.3760 0.177
C -0.047089 1.421317 -0.051296 -2.6977 2.5641 -0.9432 -0.222
O -1.156165 1.714311 -0.494642 2.6899 -0.5490 0.9281 0.088
H -2.362770 -2.324109 -0.665075 1.4900 0.8904 0.3733 0.066
H 0.397150 0.147182 1.552898 0.1664 0.2415 0.8320 0.152
H 0.791904 2.125629 0.045046 -0.1771 0.4377 -0.2837 0.137
```
Positions in Å, forces in eV/Å.

Values from the calculation:
E_LUMO in eV: 0.2
Energy relative to the best compared isomer or geometry (same formula, charge and spin) in kcal/mol: 52.1
Spin multiplicity: 1
Orbital gap in eV: 11.12
Structure (SMILES): C#C[C@@H](C#N)C=O
Calculated total energy in hartree: -322.20877


3.
Molecular formula: C5H3NO
Method: DFT, ωB97M-V/def2-TZVPD

The geometry in XYZ format:
```
10
Properties=species:S:1:pos:R:3:forces:R:3:lowdin_charge:R:1
N 3.259087 -0.590200 0.478446 -1.0423 0.0981 -0.1306 0.169
C 2.120626 -0.467563 0.306102 1.1757 -0.2954 0.1202 -0.132
C 0.745273 -0.252038 0.052792 0.1287 -0.1921 -0.4381 -0.287
C 0.101108 0.624112 -0.761983 0.9197 -0.7514 -0.3387 -0.083
C -1.330319 0.569390 -0.487769 0.8598 0.4571 0.6595 -0.084
C -1.381214 -0.471455 0.440586 0.2273 0.2053 0.1892 -0.089
O -0.174662 -0.968057 0.749656 -0.1503 -0.3467 -0.1785 0.073
H 0.527744 1.305873 -1.485942 0.1730 -0.0003 0.3172 0.130
H -0.845473 1.538361 -0.025465 -2.4477 0.4483 -0.2111 0.172
H -2.197198 -1.015747 0.908082 0.1561 0.3771 0.0108 0.130
```
Positions in Å, forces in eV/Å.

Values from the calculation:
E_LUMO (alpha / beta) in eV: -0.3 / -0.3
Energy relative to the best compared isomer or geometry (same formula, charge and spin) in kcal/mol: 79.4
Spin multiplicity: 1
Orbital gap (alpha / beta) in eV: 9.14 / 9.14
Structure (SMILES): N#Cc1ccco1
Calculated total energy in hartree: -322.16520


4.
Molecular formula: C5H3NO
Method: DFT, ωB97M-V/def2-TZVPD

The geometry in XYZ format:
```
10
Properties=species:S:1:pos:R:3:forces:R:3:lowdin_charge:R:1
C -1.246013 0.193888 -2.203335 0.2570 -0.0275 0.3888 0.125
C -0.605160 0.129187 -1.184350 -0.2848 0.0226 -0.3965 -0.120
C 0.169449 0.031873 0.013845 -0.0429 0.0408 0.1486 -0.221
C -0.330289 0.381276 1.202184 -0.2405 0.1704 0.5219 -0.072
N -0.701113 0.779939 2.279832 0.2481 -0.2641 -0.7351 0.221
C 1.551230 -0.501107 0.022479 0.1914 -0.0457 0.2586 -0.237
O 2.214596 -0.638667 1.026124 -0.2308 0.0405 -0.4322 0.042
H -1.820853 0.253180 -3.101728 0.1250 -0.0076 0.1666 0.029
H -1.166736 0.145814 2.923820 0.0054 0.0342 -0.0167 0.103
H 1.934889 -0.775383 -0.978870 -0.0280 0.0363 0.0960 0.129
```
Positions in Å, forces in eV/Å.

Values from the calculation:
E_LUMO in eV: 0.3
Energy relative to the best compared isomer or geometry (same formula, charge and spin) in kcal/mol: 53.2
Spin multiplicity: 1
Orbital gap in eV: 9.39
Structure (SMILES): C#CC(=C=N)C=O
Calculated total energy in hartree: -322.20703


5.
Molecular formula: C5H3NO
Method: DFT, ωB97M-V/def2-TZVPD

The geometry in XYZ format:
```
10
Properties=species:S:1:pos:R:3:forces:R:3:lowdin_charge:R:1
N -2.483360 -1.267840 1.227951 1.0410 0.3335 -0.3405 0.159
C -1.421231 -0.957802 0.893435 -0.9124 -0.2667 0.3122 -0.188
C -0.083544 -0.581045 0.442090 -0.0050 0.0089 0.0702 -0.313
C 0.661551 0.387674 1.387761 0.0086 0.0385 -0.3774 0.060
O 1.172039 1.279683 0.568996 -0.0657 -0.1250 0.2690 -0.046
C 0.798545 1.097143 -0.785338 -0.1624 -0.1869 -0.1819 -0.063
C 0.022085 0.036956 -0.926428 0.1563 0.1840 0.0137 -0.025
H 0.550618 -1.483463 0.498049 -0.0489 0.0573 0.0080 0.165
H 1.204483 1.828906 -1.469348 -0.1000 -0.1049 0.0931 0.128
H -0.421186 -0.340211 -1.837169 0.0886 0.0613 0.1336 0.123
```
Positions in Å, forces in eV/Å.

Values from the calculation:
E_LUMO in eV: 0.0
Energy relative to the best compared isomer or geometry (same formula, charge and spin) in kcal/mol: 63.4
Spin multiplicity: 1
Orbital gap in eV: 9.73
Calculated total energy in hartree: -322.19072


6.
Molecular formula: C5H3NO
Method: DFT, ωB97M-V/def2-TZVPD

The geometry in XYZ format:
```
10
Properties=species:S:1:pos:R:3:forces:R:3:lowdin_charge:R:1
O -0.297609 -0.916966 1.755992 -0.0356 -0.0657 0.3683 -0.004
C -0.030817 -0.624773 0.514853 -0.0679 0.3144 -1.0111 -0.760
C 0.913040 0.495543 0.528433 0.4533 0.2009 0.3073 0.273
C -0.909213 0.316604 -0.327823 -0.4358 0.2946 -0.0984 -0.035
C -1.407602 1.267674 -0.898979 0.1951 -0.4244 0.1939 0.190
C 0.375606 -1.753479 -0.376993 0.3318 -0.9129 -0.4449 -0.120
N 0.714914 -2.648456 -1.025786 -0.3488 0.9474 0.6211 0.173
H 1.871657 0.531037 0.005232 -0.1839 -0.1145 0.0846 0.121
H 0.660210 1.266492 1.246922 0.0070 -0.1010 -0.1034 0.112
H -1.890186 2.066324 -1.421851 0.0848 -0.1387 0.0824 0.051
```
Positions in Å, forces in eV/Å.

Values from the calculation:
E_LUMO (alpha / beta) in eV: -2.2 / -2.5
Energy relative to the best compared isomer or geometry (same formula, charge and spin) in kcal/mol: 141.2
Spin multiplicity: 1
Orbital gap (alpha / beta) in eV: 8.20 / 6.55
Calculated total energy in hartree: -322.06682


7.
Molecular formula: C5H3NO2
Method: DFT, ωB97M-V/def2-TZVPD

The geometry in XYZ format:
```
11
Properties=species:S:1:pos:R:3:forces:R:3:lowdin_charge:R:1
O -2.789877 0.306757 1.020774 -0.1819 2.0730 -0.0228 0.073
C -1.840138 0.957689 0.680278 1.8464 -2.5564 0.0221 -0.181
C -0.586245 0.145236 0.119217 -0.4495 4.8667 2.1253 -0.100
N 0.348876 1.119547 0.024955 -2.7249 -3.4940 -0.7278 0.055
C 1.374791 0.486659 -0.645707 2.3365 -3.3123 -0.2281 -0.072
C 1.179710 -0.948189 -0.761820 1.2671 1.7474 -0.9000 -0.034
C -0.028022 -1.307090 -0.062322 -0.4904 -2.2185 7.2881 -0.112
O -0.226370 -2.278592 1.014949 0.8524 6.0371 -7.5737 -0.025
H -1.410961 2.079596 0.729287 -1.8487 -1.8710 0.1088 0.157
H 2.287839 1.170261 -0.813074 -1.3621 -1.7701 -0.3446 0.140
H 1.690398 -1.731876 -1.306538 0.7551 0.4980 0.2526 0.100
```
Positions in Å, forces in eV/Å.

Values from the calculation:
E_LUMO in eV: -2.8
Energy relative to the best compared isomer or geometry (same formula, charge and spin) in kcal/mol: 117.9
Spin multiplicity: 1
Orbital gap in eV: 6.97
Structure (SMILES): O=CC1=NC=CC1=O
Calculated total energy in hartree: -397.34472


8.
Molecular formula: C5H3NO2
Method: DFT, ωB97M-V/def2-TZVPD

The geometry in XYZ format:
```
11
Properties=species:S:1:pos:R:3:forces:R:3:lowdin_charge:R:1
C -1.841797 -0.345591 -0.022898 0.2078 0.7991 0.6501 -0.102
C -1.100866 0.761807 0.103296 1.2077 0.9951 -1.2936 -0.003
C 0.323622 0.384797 0.003833 -2.9450 -0.6716 0.0863 -0.127
C 1.688332 0.672626 -0.093082 1.0754 1.1426 1.3820 -0.096
N 2.407318 -0.411435 0.016811 -0.8392 -0.7851 -0.4554 0.110
O 1.439386 -1.506781 0.059508 1.1351 -1.6826 -0.2142 0.063
C 0.246039 -0.999734 0.011128 -0.2651 3.8439 -0.1890 -0.315
O -1.021864 -1.426113 -0.059520 1.0795 -3.0706 0.2328 0.099
H -2.918339 -0.510782 0.004535 0.5929 -0.1491 -0.1385 0.134
H -1.485474 1.741092 0.003253 -0.3638 0.7968 0.3058 0.094
H 2.263645 1.640117 -0.026863 -0.8853 -1.2183 -0.3662 0.144
```
Positions in Å, forces in eV/Å.

Values from the calculation:
E_LUMO in eV: 0.9
Energy relative to the best compared isomer or geometry (same formula, charge and spin) in kcal/mol: 47.5
Spin multiplicity: 1
Orbital gap in eV: 9.90
Structure (SMILES): c1cc2cnoc2o1
Calculated total energy in hartree: -397.45690


Please write out number 3 again, unchanged.
Molecular formula: C5H3NO
Method: DFT, ωB97M-V/def2-TZVPD

The geometry in XYZ format:
```
10
Properties=species:S:1:pos:R:3:forces:R:3:lowdin_charge:R:1
N 3.259087 -0.590200 0.478446 -1.0423 0.0981 -0.1306 0.169
C 2.120626 -0.467563 0.306102 1.1757 -0.2954 0.1202 -0.132
C 0.745273 -0.252038 0.052792 0.1287 -0.1921 -0.4381 -0.287
C 0.101108 0.624112 -0.761983 0.9197 -0.7514 -0.3387 -0.083
C -1.330319 0.569390 -0.487769 0.8598 0.4571 0.6595 -0.084
C -1.381214 -0.471455 0.440586 0.2273 0.2053 0.1892 -0.089
O -0.174662 -0.968057 0.749656 -0.1503 -0.3467 -0.1785 0.073
H 0.527744 1.305873 -1.485942 0.1730 -0.0003 0.3172 0.130
H -0.845473 1.538361 -0.025465 -2.4477 0.4483 -0.2111 0.172
H -2.197198 -1.015747 0.908082 0.1561 0.3771 0.0108 0.130
```
Positions in Å, forces in eV/Å.

Values from the calculation:
E_LUMO (alpha / beta) in eV: -0.3 / -0.3
Energy relative to the best compared isomer or geometry (same formula, charge and spin) in kcal/mol: 79.4
Spin multiplicity: 1
Orbital gap (alpha / beta) in eV: 9.14 / 9.14
Structure (SMILES): N#Cc1ccco1
Calculated total energy in hartree: -322.16520


Q: Which of these has the highest calculated total energy?
A: number 6


Q: Look up the spin multiplicity of the sixth one.
A: 1